Record 1
ORCA calculation (ωB97M-V/def2-TZVPD) on 2 unconnected molecules or ions with the total composition C4H12N2O2 at a distorted geometry.

The calculation puts the HOMO-LUMO gap at 5.2930 eV. For the energy above the lowest of the compared OMol25 structures with the same formula, charge and spin, the calculation gives 734.1 kJ/mol.

CARTESIAN COORDINATES (ANGSTROEM)
C: -1.510 -0.079 0.807
N: -1.052 -0.764 -0.397
C: -1.058 0.126 -1.526
C: 0.173 -1.447 -0.131
C: 1.458 -0.558 -0.189
N: 1.582 0.079 1.065
O: -2.343 0.837 0.708
H: -1.683 -0.856 1.577
H: -0.506 1.025 -1.271
H: -2.087 0.374 -1.758
H: -0.579 -0.360 -2.382
H: 0.059 -1.798 0.896
H: 0.299 -2.363 -0.698
H: 2.293 -1.150 -0.544
H: 1.307 0.219 -0.966
H: 2.573 0.132 1.313
H: 1.028 1.353 0.855
H: -0.482 0.363 1.192
H: -0.083 2.608 1.013
O: 0.612 2.258 0.435

Cartesian forces (eV/Å) of the 3 atoms listed first:
C -1.5 -1.3 -0.6
N 1.8 1.4 1.1
C -0.3 -1.0 -0.9


Record 2
ORCA calculation (ωB97M-V/def2-TZVPD) on 2 unconnected molecules or ions with the total composition C4H12N2O3.

The calculation puts the HOMO-LUMO gap at 9.9715 eV. For the energy above the lowest of the compared OMol25 structures with the same formula, charge and spin, the calculation gives 110.5 kJ/mol. The SMILES is CNC(=O)CNCO.O.

CARTESIAN COORDINATES (ANGSTROEM)
O: -1.293 0.694 -1.465
C: -0.796 1.049 -0.401
N: -1.538 1.111 0.728
C: -1.019 1.283 2.078
C: 0.694 1.308 -0.301
N: 1.352 0.068 0.095
C: 1.532 -0.885 -0.988
O: 1.805 -2.160 -0.477
H: -2.522 0.945 0.598
H: 0.022 0.998 2.087
H: -1.045 2.339 2.356
H: -1.580 0.642 2.740
H: 0.922 2.109 0.400
H: 1.080 1.671 -1.250
H: 2.217 0.200 0.598
H: 0.634 -0.838 -1.599
H: 2.416 -0.688 -1.595
H: 1.140 -2.435 0.162
H: -1.114 -1.857 -0.820
H: -1.805 -2.788 -1.802
O: -1.103 -2.765 -1.144

Cartesian forces (eV/Å) of the 3 atoms listed first:
O 0.0 0.2 0.1
C -0.3 -0.5 -0.4
N 0.4 0.1 0.1


Record 3
ORCA calculation (ωB97M-V/def2-TZVPD) on 2 unconnected molecules or ions with the total composition C4H12N2OS at a distorted geometry.

The calculation puts the HOMO-LUMO gap at 4.3342 eV. For the energy above the lowest of the compared OMol25 structures with the same formula, charge and spin, the calculation gives 652.8 kJ/mol.

CARTESIAN COORDINATES (ANGSTROEM)
C: -0.197 0.466 -1.089
N: -1.569 0.172 -1.507
C: -2.324 -0.534 -0.438
O: -1.545 -1.149 0.449
C: -0.326 1.178 0.261
C: 2.285 -1.431 1.008
S: 2.596 -0.416 -0.459
N: 0.848 1.824 0.756
H: 0.262 1.010 -1.919
H: 0.400 -0.442 -0.838
H: -1.553 -0.269 -2.417
H: -2.989 0.220 0.014
H: -3.058 -1.194 -0.936
H: 1.303 -1.913 0.944
H: -1.158 1.895 0.144
H: 3.076 -2.203 1.062
H: 2.291 -0.939 1.977
H: 0.799 1.973 1.750
H: -0.824 0.362 0.881
H: 1.680 1.391 0.357

Cartesian forces (eV/Å) of the 3 atoms listed first:
C -2.3 2.1 0.0
N 1.6 -0.5 0.6
C -0.1 -0.6 -0.7


Record 4
ORCA calculation (ωB97M-V/def2-TZVPD) on 2 unconnected molecules or ions with the total composition C4H12N2S at a distorted geometry.

The calculation puts the HOMO-LUMO gap (alpha / beta) at 6.5239 / 5.6848 eV. As for the charge: -1. For the energy above the lowest of the compared OMol25 structures with the same formula, charge and spin, the calculation gives 73.4 kJ/mol. As for the multiplicity: 2.

CARTESIAN COORDINATES (ANGSTROEM)
C: 0.914 -1.652 -1.227
C: 0.159 -0.386 -0.818
C: 0.771 0.329 0.444
S: 2.549 0.564 0.370
N: -1.234 -0.630 -0.645
C: -2.032 0.527 -0.751
N: -2.665 0.834 0.551
H: 0.262 -2.236 -1.881
H: 1.797 -1.315 -1.774
H: 1.282 -2.223 -0.374
H: 3.146 -0.075 3.178
H: 0.232 1.271 0.557
H: 0.510 -0.324 1.296
H: 3.422 0.549 3.475
H: 0.272 0.342 -1.646
H: -1.525 1.434 -1.099
H: -2.895 0.382 -1.409
H: -1.928 0.834 1.253
H: -3.034 1.776 0.501

Cartesian forces (eV/Å) of the 3 atoms listed first:
C 0.0 0.6 -0.1
C 0.2 0.2 -0.7
C -0.3 -0.6 0.1


Record 5
ORCA calculation (ωB97M-V/def2-TZVPD) on 2 unconnected molecules or ions with the total composition C4H12N2S at a distorted geometry.

The calculation puts the HOMO-LUMO gap at 6.2802 eV. For the energy above the lowest of the compared OMol25 structures with the same formula, charge and spin, the calculation gives 463.5 kJ/mol.

CARTESIAN COORDINATES (ANGSTROEM)
C: 0.402 -2.065 -1.118
C: -0.096 -0.651 -0.851
C: 0.958 0.180 0.318
S: 2.571 0.034 -0.022
N: -1.347 -0.558 -0.521
C: -1.903 0.774 -0.464
N: -2.000 1.164 0.929
H: -0.078 -2.450 -2.015
H: 1.488 -2.048 -1.213
H: 0.121 -2.711 -0.281
H: 3.877 1.493 2.001
H: 0.609 1.200 0.346
H: 0.663 -0.302 1.239
H: 3.385 1.730 2.528
H: 0.117 0.020 -1.698
H: -1.320 1.492 -1.021
H: -2.908 0.704 -0.921
H: -1.645 0.468 1.561
H: -2.896 1.527 1.204

Cartesian forces (eV/Å) of the 3 atoms listed first:
C 0.0 0.3 0.7
C -1.0 -1.4 -3.6
C 1.3 1.3 2.4


Record 6
ORCA calculation (ωB97M-V/def2-TZVPD) on C4H12N2S in the gas phase at a distorted geometry.

The calculation puts the HOMO-LUMO gap at 9.4794 eV. For the energy above the lowest of the compared OMol25 structures with the same formula, charge and spin, the calculation gives 237.5 kJ/mol. The SMILES is CNC[C@H](N)CS.

CARTESIAN COORDINATES (ANGSTROEM)
N: 0.914 1.203 -1.118
C: 0.345 0.050 -0.587
C: 0.410 -1.010 -1.738
S: 2.116 -1.603 -2.326
C: -0.920 0.281 0.316
N: -0.661 0.858 1.494
C: -1.024 0.096 2.769
H: 1.787 1.424 -0.689
H: 1.301 1.049 -2.113
H: 1.051 -0.395 0.078
H: -0.174 -0.580 -2.627
H: 0.021 -2.043 -1.378
H: 2.205 -1.271 -3.668
H: -1.427 0.935 -0.387
H: -1.418 -0.669 0.607
H: -1.159 1.676 1.765
H: -0.374 -0.741 3.077
H: -0.887 0.810 3.634
H: -2.107 -0.071 2.890

Cartesian forces (eV/Å) of the 3 atoms listed first:
N 1.4 2.5 -3.1
C 1.6 -3.4 0.3
C -2.1 -1.6 -0.4


Record 7
ORCA calculation (ωB97M-V/def2-TZVPD) on C4H12N2S in the gas phase at a distorted geometry.

The calculation puts the HOMO-LUMO gap at 9.4039 eV. For the energy above the lowest of the compared OMol25 structures with the same formula, charge and spin, the calculation gives 176.2 kJ/mol. The SMILES is CN[C@@H](CN)CS.

CARTESIAN COORDINATES (ANGSTROEM)
C: -0.989 1.015 1.920
N: 0.091 0.085 1.599
C: 0.538 0.045 0.210
C: -0.219 0.998 -0.688
S: 0.597 1.234 -2.413
C: 0.359 -1.411 -0.289
N: 0.994 -1.743 -1.546
H: -1.989 0.487 1.463
H: -0.946 2.015 1.509
H: -0.986 1.070 3.014
H: -0.195 -0.830 2.001
H: 1.598 0.246 0.171
H: -0.048 1.923 -0.113
H: -1.315 0.791 -0.798
H: -0.136 2.059 -3.030
H: 0.774 -1.998 0.525
H: -0.745 -1.410 -0.247
H: 0.605 -2.636 -1.853
H: 2.012 -1.939 -1.437

Cartesian forces (eV/Å) of the 3 atoms listed first:
C -2.2 -2.4 -0.4
N 0.0 0.5 0.4
C 0.2 -2.1 -1.1


Record 8
ORCA calculation (ωB97M-V/def2-TZVPD) on C4H12N2S in the gas phase at a distorted geometry.

The calculation puts the HOMO-LUMO gap at 9.8038 eV. For the energy above the lowest of the compared OMol25 structures with the same formula, charge and spin, the calculation gives 52.7 kJ/mol. The SMILES is CNC[C@H](N)CS.

CARTESIAN COORDINATES (ANGSTROEM)
N: -1.063 0.639 1.137
C: -0.103 0.697 0.031
C: -0.241 1.796 -1.021
S: -0.815 3.411 -0.411
C: 0.065 -0.652 -0.689
N: 0.072 -1.789 0.224
C: 1.325 -1.980 0.901
H: -1.922 1.120 0.899
H: -1.286 -0.343 1.269
H: 0.886 0.806 0.495
H: -0.904 1.466 -1.825
H: 0.739 1.962 -1.463
H: -1.886 2.967 0.251
H: -0.694 -0.827 -1.415
H: 0.958 -0.588 -1.312
H: -0.226 -2.592 -0.308
H: 1.429 -1.267 1.720
H: 1.460 -3.002 1.264
H: 2.206 -1.821 0.254

Cartesian forces (eV/Å) of the 3 atoms listed first:
N -0.2 0.2 -0.7
C 1.2 -0.6 0.5
C -0.6 -0.2 0.2


Record 9
ORCA calculation (ωB97M-V/def2-TZVPD) on 2 unconnected molecules or ions with the total composition C4H12N2S.

The calculation puts the HOMO-LUMO gap at 8.5435 eV. For the energy above the lowest of the compared OMol25 structures with the same formula, charge and spin, the calculation gives 66.2 kJ/mol. The SMILES is N/C=C/N.CCS.

CARTESIAN COORDINATES (ANGSTROEM)
C: 0.369 1.724 -0.284
C: 1.530 1.316 -0.799
N: 2.767 1.398 -0.126
N: -0.860 1.682 -1.000
H: 0.357 2.126 0.723
H: 1.552 0.916 -1.807
H: 3.377 0.628 -0.349
H: 2.672 1.465 0.879
H: -1.474 2.438 -0.727
H: -1.561 0.367 0.719
H: -0.705 1.758 -1.996
C: -0.206 -2.131 0.645
C: -1.712 -1.969 0.464
S: -2.380 -0.505 1.319
H: 0.052 -2.243 1.697
H: 0.304 -1.250 0.248
H: 0.124 -3.015 0.096
H: -2.242 -2.819 0.891
H: -1.964 -1.887 -0.593

Cartesian forces (eV/Å) of the 3 atoms listed first:
C 0.5 0.1 -0.5
C -0.4 0.0 0.4
N 0.1 -0.1 -0.1


Record 10
ORCA calculation (ωB97M-V/def2-TZVPD) on C4H12N2S in the gas phase at a distorted geometry.

The calculation puts the HOMO-LUMO gap at 9.8377 eV. For the energy above the lowest of the compared OMol25 structures with the same formula, charge and spin, the calculation gives 25.5 kJ/mol. The SMILES is NC[C@H](N)CCS.

CARTESIAN COORDINATES (ANGSTROEM)
N: -1.648 -0.749 1.089
C: -0.511 -0.476 0.195
C: 0.790 -0.881 0.888
C: 2.086 -0.422 0.209
S: 2.312 -1.256 -1.412
C: -0.506 0.997 -0.252
N: -1.775 1.420 -0.832
H: -2.435 -0.923 0.490
H: -1.871 0.100 1.583
H: -0.618 -1.051 -0.729
H: 0.793 -1.956 1.039
H: 0.765 -0.312 1.827
H: 2.971 -0.604 0.810
H: 2.068 0.656 0.052
H: 1.531 -0.470 -2.181
H: 0.317 1.136 -0.961
H: -0.341 1.569 0.668
H: -2.143 0.803 -1.527
H: -1.785 2.419 -0.956

Cartesian forces (eV/Å) of the 3 atoms listed first:
N 0.6 -0.5 -0.5
C -0.2 0.4 -0.5
C 0.3 1.2 0.1


Record 11
ORCA calculation (ωB97M-V/def2-TZVPD) on C4H12N3 in the gas phase at a distorted geometry.

The calculation puts the HOMO-LUMO gap (alpha / beta) at 4.8772 / 9.7029 eV. For the energy above the lowest of the compared OMol25 structures with the same formula, charge and spin, the calculation gives 18.5 kJ/mol. As for the multiplicity: 2.

CARTESIAN COORDINATES (ANGSTROEM)
C: 2.017 0.566 0.683
C: 1.859 -0.734 -0.095
C: 0.427 -1.275 -0.077
N: -0.482 -0.425 -0.849
C: -1.451 0.411 -0.300
N: -1.642 0.520 1.088
N: -2.486 0.848 -1.139
H: 1.684 0.412 1.712
H: 3.060 0.865 0.653
H: 1.332 1.286 0.230
H: 2.512 -1.499 0.327
H: 2.171 -0.603 -1.129
H: 0.096 -1.298 0.959
H: 0.392 -2.239 -0.576
H: -0.374 -0.352 -1.843
H: -0.792 0.584 1.630
H: -2.341 1.160 1.415
H: -3.195 1.422 -0.724
H: -2.787 0.349 -1.963

Cartesian forces (eV/Å) of the 3 atoms listed first:
C -0.6 -0.6 -0.4
C 0.0 -0.4 0.2
C 0.0 1.0 -1.1


Record 12
ORCA calculation (ωB97M-V/def2-TZVPD) on a gas-phase ion, C4H12N3 (charge +1) at a distorted geometry.

The calculation puts the HOMO-LUMO gap at 10.2484 eV. As for the charge: +1. For the energy above the lowest of the compared OMol25 structures with the same formula, charge and spin, the calculation gives 216.2 kJ/mol. The SMILES is N/C=[NH+]/CCCN.

CARTESIAN COORDINATES (ANGSTROEM)
C: -1.233 1.332 -0.761
C: -1.302 -0.159 -1.286
C: -0.529 -1.274 -0.528
N: 2.164 -0.700 1.974
C: 1.116 -1.261 1.334
N: 0.379 -0.690 0.450
N: 0.084 1.818 -0.394
H: -1.579 1.966 -1.594
H: -1.997 1.382 0.008
H: -1.080 -0.318 -2.337
H: -2.362 -0.363 -1.081
H: 0.078 -1.956 -1.181
H: -1.171 -2.013 -0.044
H: 3.124 -0.960 1.816
H: 2.142 0.099 2.592
H: 1.239 -2.327 1.407
H: 0.506 0.380 0.371
H: 0.465 2.475 -1.072
H: -0.043 2.569 0.328

Cartesian forces (eV/Å) of the 3 atoms listed first:
C -0.5 -0.7 -2.2
C -0.4 -0.2 0.9
C 0.2 -1.0 -0.1